Entry 1:
Entry from OMol25: one molecule with the formula C2H4N2S in a non-equilibrium geometry (ωB97M-V/def2-TZVPD).

- HOMO-LUMO gap: 9.44 eV
- Energy: -586.19737 Eh
- F_max: 3.8 eV/Å
- ΔE to the lowest compared entry with this formula, charge and spin: 254.7 kJ/mol
- HOMO: -8.8 eV

Cartesian coordinates (Å):
C1 -2.054922 -0.535100 -0.042296
C2 -0.856871 0.039207 0.032712
N1 2.837985 0.312346 -0.066418
N2 1.623286 0.534999 0.058802
S1 0.655737 -0.894890 -0.247469
H1 -2.953423 0.188931 0.046522
H2 -2.160198 -1.667293 -0.402152
H3 -0.569659 0.911152 0.492023
H4 3.478064 1.110652 0.128278

Cartesian forces, eV/Å:
-1.1821 -0.2158 -1.1724
0.1063 -3.7896 -0.3405
-0.3434 -0.6381 -0.0900
1.8141 -0.1336 -0.0354
-0.3894 1.1904 0.1712
1.3246 -1.8297 0.1306
-0.0515 2.8475 0.7952
-0.0028 2.4372 0.5146
-1.2759 0.1316 0.0267

Entry 2:
Entry from OMol25: a 9-piece molecular cluster, C24H64NO14 overall (ωB97M-V/def2-TZVPD).

- HOMO-LUMO gap: 9.99 eV
- Energy: -2060.54823 Eh
- Net charge: +1
- F_max: 0.4 eV/Å
- HOMO: -12.1 eV

Cartesian coordinates (Å):
C1 -5.505455 -0.295416 1.758468
C2 -5.546295 -1.681936 1.100405
C3 -4.247010 -2.483117 1.226862
C4 -3.159823 -2.078534 0.255686
O1 -2.569666 -0.841709 0.705254
C5 -1.867604 -0.155797 -0.262269
C6 -2.683847 0.858138 -1.039442
O2 -1.836328 1.789240 -1.701822
C7 -0.523606 1.380444 -1.953540
O3 -0.463228 0.342827 -2.885560
C8 -0.687712 0.734756 -4.243975
C9 0.643385 1.001421 -4.943331
C10 1.461919 -0.269353 -5.177017
O4 1.426533 1.923500 -4.165338
C11 0.263255 0.910738 -0.685594
O5 1.015359 1.983642 -0.183978
C12 1.150869 -0.303780 -0.939345
C13 2.004330 -0.688653 0.252846
O6 2.432672 -1.799994 0.369667
N1 -0.734979 0.573675 0.416726
C14 -1.113272 1.776632 1.274960
C15 -2.256979 1.565077 2.268903
C16 -1.989197 2.531804 3.434098
H1 -4.782371 -0.272639 2.577795
H2 -6.479229 -0.035568 2.176521
H3 -5.233822 0.488682 1.047055
H4 -5.785215 -1.570692 0.035857
H5 -6.361211 -2.255028 1.538076
H6 -4.451711 -3.538386 1.015175
H7 -3.864723 -2.416863 2.249699
H8 -3.592651 -1.943016 -0.743347
H9 -2.371064 -2.836774 0.181524
H10 -1.395230 -0.849209 -0.968029
H11 -3.311910 0.320742 -1.758004
H12 -3.339874 1.418665 -0.373039
H13 0.000391 2.267238 -2.308263
H14 -1.181249 -0.108825 -4.732928
H15 -1.366650 1.590041 -4.303305
H16 0.397964 1.465466 -5.905897
H17 2.326119 -0.290753 -4.511848
H18 1.849032 -0.290346 -6.195522
H19 0.847805 -1.156446 -5.030649
H20 1.369048 2.801320 -4.558686
H21 1.858365 2.025688 -0.656683
H22 1.809649 -0.074011 -1.783402
H23 0.584647 -1.190738 -1.220221
H24 2.216413 0.081247 1.014660
H25 -0.292118 -0.085291 1.060834
H26 -1.289045 2.613707 0.601887
H27 -0.210320 1.976800 1.851128
H28 -3.235024 1.731999 1.820048
H29 -2.233450 0.542023 2.642395
H30 -1.393163 3.387631 3.108224
H31 -2.892800 2.900864 3.918464
H32 -1.388112 2.024983 4.189951
C17 1.387555 0.275325 3.917149
O7 1.114377 1.624027 3.562979
H33 0.478897 -0.302241 3.735536
H34 2.199854 -0.149340 3.318323
H35 1.643085 0.172087 4.973649
H36 1.914927 2.144625 3.722504
C18 0.289576 -4.173719 -3.475533
O8 -0.328611 -3.249735 -4.374037
H37 0.677254 -4.992787 -4.073345
H38 1.121453 -3.704330 -2.940061
H39 -0.422632 -4.581592 -2.758585
H40 -0.690204 -2.528861 -3.851815
C19 3.136037 4.405319 2.021730
O9 3.364711 3.228918 2.792341
H41 2.565013 4.137644 1.135486
H42 2.566269 5.137737 2.597657
H43 4.087093 4.848805 1.721092
H44 3.864954 3.497545 3.574260
C20 -9.028185 -3.564417 1.050654
O10 -8.640165 -2.520707 1.938741
H45 -8.227388 -3.673019 0.321943
H46 -9.156310 -4.515357 1.572746
H47 -9.950942 -3.322262 0.519017
H48 -9.338861 -2.406809 2.588651
C21 5.017493 7.244524 3.702437
O11 5.177441 6.008875 4.398343
H49 4.455769 7.026230 2.797558
H50 4.455716 7.967138 4.297707
H51 5.980149 7.677029 3.422667
H52 5.661799 6.185695 5.209531
C22 4.898758 -1.923833 -5.906913
O12 4.171430 -1.232072 -6.913929
H53 5.111082 -1.202506 -5.120621
H54 4.320067 -2.747787 -5.479629
H55 5.847421 -2.313005 -6.283607
H56 3.980907 -1.851138 -7.623979
C23 5.904823 1.339563 4.330461
O13 5.748638 2.617948 4.941037
H57 5.802111 0.590816 5.111615
H58 5.137590 1.164386 3.570413
H59 6.891489 1.235612 3.873896
H60 5.884121 3.291483 4.266753
C24 1.718124 -7.324279 -1.267780
O14 0.519209 -6.554613 -1.312720
H61 1.612980 -8.110958 -2.010304
H62 2.596142 -6.722745 -1.517013
H63 1.867461 -7.786491 -0.289557
H64 0.589714 -5.862844 -0.649579

Cartesian forces, eV/Å:
-0.0333 -0.0340 0.0103
0.1367 0.1463 -0.0305
-0.0889 -0.1249 -0.2223
-0.0404 -0.0456 -0.0479
-0.0703 0.2123 -0.0239
-0.0330 -0.3045 0.0608
-0.0703 -0.0781 -0.1453
0.0491 0.2552 0.2606
0.0931 -0.2937 -0.2323
-0.2508 -0.0965 0.0995
0.1555 -0.0509 -0.1981
-0.0225 0.0583 -0.1261
-0.1350 0.2042 -0.1480
-0.0922 0.1608 -0.0104
0.2297 0.2398 0.0490
0.0815 -0.1351 -0.0550
-0.0295 0.0426 0.1251
-0.0376 0.1351 -0.0219
0.1164 -0.3408 0.1075
-0.1685 0.1766 -0.1476
0.0244 0.1257 0.1750
0.3630 0.0809 0.1282
0.0647 -0.0513 0.2097
-0.0431 0.0200 -0.0236
0.0219 0.0021 -0.0993
0.0527 -0.0258 0.0744
-0.0806 -0.0797 0.0646
0.0418 -0.0139 0.0434
-0.0033 0.0582 0.1150
0.0411 -0.1070 -0.0399
0.0386 0.0407 0.0500
0.0020 0.0588 0.0691
0.0059 0.0257 0.0921
0.0838 0.0495 0.0163
0.0877 -0.0118 0.0003
-0.1234 -0.0188 -0.0804
-0.0059 0.0823 0.0159
0.0945 0.0483 0.1905
0.0290 -0.0710 0.0493
-0.1161 -0.0566 0.0617
0.0790 -0.0402 0.1202
0.1487 -0.1226 0.0104
0.0277 -0.1109 0.0231
-0.1304 0.0394 0.0023
-0.0500 -0.0113 -0.0008
0.0446 0.0699 -0.1802
0.0330 0.1453 0.0179
-0.1059 -0.1006 -0.0168
-0.0610 -0.1022 0.0067
-0.0100 -0.0110 -0.1520
0.0581 -0.0628 -0.0441
-0.1514 0.0016 -0.0299
-0.1903 0.0813 0.0101
-0.0450 -0.0777 -0.1591
-0.0046 0.1081 -0.0354
-0.0426 0.0931 -0.0079
0.0674 -0.2949 0.1546
-0.0054 -0.0211 0.0112
0.0098 -0.0181 0.0334
-0.0048 -0.0130 0.0048
-0.0260 0.1272 -0.3756
-0.0662 0.2126 -0.0816
0.0375 -0.0212 0.0859
-0.0024 -0.0224 -0.0001
0.0283 -0.0609 0.0202
-0.0141 -0.0496 -0.0020
-0.0404 0.0071 0.0095
0.0598 0.1025 0.2058
0.0357 -0.0218 0.1664
-0.0028 -0.1177 0.0262
-0.0113 0.0527 -0.0700
-0.0462 0.0483 -0.0898
0.0393 -0.0517 0.0366
0.0111 0.0484 0.0378
-0.0731 -0.0729 -0.0240
0.0008 -0.0096 -0.0134
0.0120 -0.0049 -0.0006
0.0055 0.0068 -0.0137
0.0128 0.0317 0.0268
0.0154 -0.0989 0.0789
-0.0239 -0.0313 -0.1433
-0.0014 0.0371 -0.0184
-0.0042 0.0109 -0.0174
-0.0031 0.0039 -0.0110
-0.0110 -0.0823 0.0470
-0.0428 0.0419 -0.0382
0.0152 -0.0784 0.0294
0.0130 0.0007 0.0134
-0.0014 0.0010 0.0066
0.0064 0.0026 0.0038
0.0120 0.0220 -0.0389
0.0130 0.1175 -0.0320
-0.2269 -0.0209 -0.1516
0.0025 0.0258 0.0434
0.0185 -0.0254 -0.0170
-0.0021 -0.0472 -0.0013
0.1861 0.0831 0.0776
-0.0583 -0.0032 -0.0313
0.1000 0.0402 0.0432
0.0092 -0.0125 -0.0040
-0.0022 0.0000 -0.0042
-0.0065 -0.0068 0.0004
-0.0031 -0.0202 0.0367

Entry 3:
Entry from OMol25: one molecule with the formula C5H7ClFN in a non-equilibrium geometry (ωB97M-V/def2-TZVPD).

- HOMO-LUMO gap: 9.99 eV
- Energy: -809.40180 Eh
- F_max: 1.7 eV/Å
- ΔE to the lowest compared entry with this formula, charge and spin: 323.7 kJ/mol
- HOMO: -9.0 eV

Cartesian coordinates (Å):
C1 1.759443 0.497380 -0.540681
C2 0.656232 -0.483669 -0.654593
C3 -1.426990 -0.573038 0.118221
C4 -0.512460 0.164952 1.198192
C5 0.514232 0.686708 0.268307
H1 1.818975 1.327039 -1.247100
H2 0.879740 -1.392901 -0.077656
H3 -1.040635 0.108893 -1.700764
H4 -1.640101 -1.575662 0.492631
H5 -2.361559 -0.035852 0.004434
H6 -0.070354 -0.553828 1.911710
H7 -1.070597 0.925202 1.734560
N1 -0.689808 -0.687338 -1.151050
F1 -0.149254 1.711768 -0.425259
Cl1 3.333129 -0.119647 0.069046

Cartesian forces, eV/Å:
0.8782 0.0257 -0.1854
-0.3402 -1.1493 -0.1009
-0.3432 -0.5610 1.2430
0.1085 -0.8704 0.7603
0.2977 0.6698 0.4808
0.4923 -0.3113 0.2598
0.3241 0.5076 -0.0850
0.7412 -0.5713 -0.0304
-0.1564 0.0250 0.0037
-0.1796 -0.0541 -0.2476
-0.3156 0.3428 -0.2807
0.1154 0.1650 0.1109
-0.5991 0.8637 -1.2887
-0.1357 0.4543 -0.2487
-0.8875 0.4636 -0.3913

Entry 4:
Entry from OMol25: C3H2BrClO3 as an isolated structure in a non-equilibrium geometry (ωB97M-V/def2-TZVPD).

- HOMO-LUMO gap: 10.33 eV
- Energy: -3375.38918 Eh
- F_max: 4.8 eV/Å
- ΔE to the lowest compared entry with this formula, charge and spin: 73.6 kJ/mol
- HOMO: -10.7 eV

Cartesian coordinates (Å):
C1 0.296847 -1.548561 -0.188820
C2 0.664132 0.697375 -0.178230
C3 -0.787345 0.662200 0.406202
O1 0.464439 -2.712201 -0.400070
O2 0.955307 -0.527793 -0.805086
O3 -0.740357 -1.151957 0.560672
Cl1 -1.136501 1.207090 1.917491
Br1 -2.077989 1.199066 -0.998268
H1 1.025886 1.442438 -0.889772
H2 1.335583 0.732347 0.575877

Cartesian forces, eV/Å:
-1.6059 -0.8522 -0.6413
-0.9992 -0.1395 -1.3640
0.9749 -3.4973 -3.1045
0.9225 0.3536 -0.0447
-0.5785 -0.8722 0.0110
0.0674 4.1178 -0.2268
-0.1079 0.5912 1.1838
0.6593 -0.6441 1.0312
-1.1537 0.4055 0.0288
1.8210 0.5372 3.1266

Entry 5:
Entry from OMol25: one molecule with the formula C10H12N4S in a non-equilibrium geometry (ωB97M-V/def2-TZVPD).

- HOMO-LUMO gap: 9.61 eV
- Energy: -1005.41572 Eh
- F_max: 5.2 eV/Å
- ΔE to the lowest compared entry with this formula, charge and spin: 129.3 kJ/mol
- HOMO: -9.1 eV

Cartesian coordinates (Å):
C1 -0.452971 -0.212471 2.010468
C2 0.820946 0.461110 2.536052
C3 1.529812 1.369131 1.670419
C4 1.962981 1.043114 -1.192649
C5 0.639462 0.414485 -1.581898
C6 0.445462 -0.864325 -2.214702
C7 -0.819475 -1.306100 -2.427671
C8 -1.894263 -0.394810 -2.137858
C9 -1.632373 0.867910 -1.605927
C10 -1.372725 -2.068213 0.847567
H1 -2.393390 -0.357532 1.978378
H2 0.446262 0.896253 3.508136
H3 1.500520 -0.417249 2.969214
H4 2.280184 1.924988 2.192984
H5 0.861307 2.135826 1.159828
H6 1.950350 2.132401 -1.017397
H7 2.790473 0.872544 -1.914025
H8 1.297713 -1.407848 -2.387354
H9 -1.136910 -2.269886 -2.823975
H10 -3.001676 -0.706148 -2.154282
H11 -2.442455 1.630799 -1.332732
H12 0.527696 -1.371416 0.551609
N1 -1.580203 0.140524 2.435606
N2 -0.348486 1.251220 -1.285798
N3 -0.225706 -1.388436 1.270564
N4 -2.239476 -2.745742 0.490085
S1 2.486943 0.369871 0.455356

Cartesian forces, eV/Å:
0.7648 -0.2096 0.6118
-1.2506 -3.2222 3.9345
0.2994 1.6913 -2.3837
1.0402 -0.5168 0.3692
-0.4600 0.9785 -0.5809
-0.4150 2.4459 1.5088
-2.4813 1.1278 0.0413
-1.2661 -0.1744 0.6990
0.5404 0.1907 0.6341
1.4513 0.0490 0.1014
1.2000 0.3909 0.7319
0.4666 0.2009 -1.1467
-1.0691 1.7239 -1.2313
0.3327 0.3567 0.5033
0.7015 -1.1579 0.4241
-0.6426 -0.5554 -0.4599
-0.4832 -0.2655 0.5162
1.8054 -1.5052 -0.6010
0.6282 0.0882 0.0941
1.9981 0.3153 -0.4219
1.2194 -1.3892 -0.5259
-0.5372 0.0599 0.8489
-1.4374 0.2423 -0.6772
-1.6373 -0.5850 -0.6886
-1.3005 -0.9498 -1.8897
0.3842 0.5944 0.2852
0.1480 0.0753 -0.6972

Entry 6:
Entry from OMol25: a 2-piece molecular cluster, C3H9N3O2 overall in a non-equilibrium geometry (ωB97M-V/def2-TZVPD).

- HOMO-LUMO gap: 9.16 eV
- Energy: -434.27778 Eh
- F_max: 4.5 eV/Å
- ΔE to the lowest compared entry with this formula, charge and spin: 652.1 kJ/mol
- HOMO: -8.8 eV

Cartesian coordinates (Å):
C1 -2.055805 0.531695 -0.562254
C2 1.132608 0.801163 0.865050
C3 -0.265406 -0.750305 0.438202
N1 0.576136 -1.837826 0.493616
N2 -1.074803 -0.568939 -0.700715
N3 1.625013 0.880142 -0.412706
O1 1.353194 1.930107 -1.018822
O2 2.139012 -0.065088 -0.975682
H1 -1.664922 1.470793 -0.879413
H2 -2.890284 0.226265 -1.271953
H3 -2.308582 0.545969 0.502312
H4 0.794995 1.635951 1.311749
H5 1.829006 0.223379 1.409073
H6 -0.975948 -0.798592 1.241643
H7 1.414482 -1.861480 -0.218530
H8 1.003078 -1.994884 1.387224
H9 -0.631770 -0.368345 -1.608796

Cartesian forces, eV/Å:
-0.8677 -1.9987 -0.4789
-0.3520 -4.4905 -0.4501
0.2351 0.0334 -0.6155
2.4041 -0.9707 -2.3980
1.1915 1.5202 -0.3881
-1.3110 2.6982 -1.6134
0.1379 -0.1932 -0.2814
0.9758 -1.0101 -0.1419
0.3828 0.8073 -0.0610
0.5693 0.6958 1.3086
-0.6451 0.3027 -0.3997
-1.0430 2.9602 0.9174
0.3052 -0.6721 1.0108
0.2387 0.6362 0.9637
-2.4945 0.4333 1.4880
-0.2555 0.1109 0.4714
0.5286 -0.8629 0.6682